Density functional theory data (ωB97M-V with the def2-TZVPD basis set) for one molecule with the formula C22H17ClN2O2 in a non-equilibrium geometry.

Energy above the lowest of the compared OMol25 structures with the same formula, charge and spin = 2.435 eV
SMILES = OC1(c2cccc(-c3ccc4nc(-c5ccc(Cl)cc5)cn4c3)c2)COC1
HOMO = -8.22 eV
Orbital gap = 0.303 hartree

Geometry as XYZ:
```
44
Properties=species:S:1:pos:R:3:forces:R:3:nbo_charge:R:1
Cl -8.7119 -1.2129 3.9154 1.78 -0.06 -0.21 -0.06
N -2.4531 -2.0630 1.6542 -1.94 -0.14 1.63 -0.46
O 5.6429 3.6938 -1.0226 0.54 0.16 -0.04 -0.53
O 2.9100 3.5787 -2.1059 0.56 0.27 -0.07 -0.74
C -1.3508 -1.8691 1.0432 -0.51 3.09 -1.46 0.30
C -0.4769 -2.8151 0.6621 4.65 -1.83 -2.03 -0.19
C 0.5943 -2.5335 -0.2330 -1.55 -1.23 1.68 -0.20
C -3.1908 -0.9173 1.5308 0.78 -1.17 -0.82 0.08
C 0.7422 -1.1946 -0.7017 0.04 2.01 0.22 -0.10
C -2.5697 -0.0290 0.7188 0.92 2.05 -0.38 -0.10
C -0.1573 -0.2218 -0.3649 -1.58 -0.08 1.84 0.03
C 3.9316 -1.2079 -2.6860 0.59 2.50 0.55 -0.20
C -6.3710 -2.2717 2.7949 -0.50 -0.35 -1.18 -0.25
C -6.3740 0.1837 3.3024 2.13 -3.40 -0.94 -0.24
C -5.1826 -2.1349 2.0825 -0.82 -0.49 0.58 -0.18
C -5.0374 0.2002 2.6700 -1.89 2.86 1.76 -0.19
C 2.7103 -1.4858 -2.0725 1.74 -2.35 -1.76 -0.19
C 4.3716 0.1308 -2.4875 0.41 -0.38 -1.60 -0.19
C 2.3935 0.7148 -1.3745 -1.03 1.19 0.94 -0.14
C -6.9510 -1.1260 3.3897 -0.84 1.13 -0.88 0.02
C -4.5257 -0.9202 2.0607 0.08 0.57 0.72 -0.02
C 1.9363 -0.6113 -1.4063 -0.27 0.46 0.91 -0.06
C 3.5788 1.1283 -1.9079 0.64 0.22 -0.43 -0.06
N -1.2818 -0.5676 0.4642 0.10 -0.01 -1.09 -0.32
C 5.2968 3.0927 -2.3110 -0.40 -0.10 2.11 -0.08
C 4.5439 3.0486 -0.3652 -1.42 0.55 -1.11 -0.08
C 3.9818 2.6353 -1.7334 -1.40 0.17 -0.51 0.21
H 3.2064 4.5476 -2.0299 -0.19 -2.39 0.03 0.48
H -0.6053 -3.7957 1.1184 0.13 0.16 -0.31 0.24
H 1.2940 -3.3769 -0.4338 -0.53 1.08 -0.09 0.23
H -3.0150 0.9584 0.3857 1.28 -1.37 0.28 0.24
H 0.0977 0.8531 -0.4944 -0.87 -1.05 -0.18 0.22
H 4.5821 -1.8609 -3.3183 -1.02 0.29 0.93 0.23
H -6.8810 -3.2556 2.6020 0.15 1.30 0.98 0.24
H -6.8964 0.9943 3.7661 0.15 0.49 -0.03 0.24
H -4.7367 -2.9751 1.5380 -0.29 0.32 0.41 0.24
H -4.4138 1.1999 2.7364 -1.36 -2.22 -0.32 0.23
H 2.3665 -2.4916 -2.1526 -0.31 -0.67 -0.04 0.20
H 5.2851 0.4174 -2.9946 0.19 -0.02 0.19 0.20
H 1.9416 1.6034 -0.9270 -0.92 -0.79 0.28 0.21
H 5.9645 2.3234 -2.5500 1.14 -1.20 -0.28 0.18
H 5.2266 3.7492 -3.1200 -0.09 1.38 -1.11 0.19
H 4.7172 2.1460 0.1655 1.03 -0.53 1.07 0.18
H 3.8666 3.7379 0.1920 0.69 -0.43 -0.25 0.18
```
Positions in Å, forces in eV/Å.

Density functional theory data (ωB97M-V with the def2-TZVPD basis set) for C22H17ClN5PtSe3 as an isolated structure in a non-equilibrium geometry.

Energy above the lowest of the compared OMol25 structures with the same formula, charge and spin = 1.225 eV
HOMO (spin up / spin down) = -17.31 / -17.31 eV
Net charge = +3
Orbital gap (spin up / spin down) = 0.211 / 0.211 hartree

Geometry as XYZ:
```
49
Properties=species:S:1:pos:R:3:forces:R:3:nbo_charge:R:1
Pt -0.3475 0.2190 0.2137 -0.54 3.02 -1.55 1.15
Se -0.2516 3.0757 0.3420 0.22 1.19 0.71 0.34
Se 0.7001 2.2945 -1.6256 -0.22 -0.82 -0.19 0.36
C 2.1518 1.3384 -0.8036 -0.36 -0.03 -0.11 0.01
C 3.4588 1.6447 -1.0775 0.34 -0.12 0.10 -0.22
C 4.4468 0.8619 -0.4726 0.00 0.15 -0.09 -0.08
C 4.0745 -0.1821 0.3549 0.03 -0.04 0.02 -0.22
C 2.7284 -0.4277 0.5699 -0.10 0.23 -0.05 0.09
N 1.7827 0.3307 -0.0084 0.06 -1.37 1.00 -0.52
C -2.0242 2.5594 -0.0947 0.25 -0.72 0.26 -0.02
C -3.0195 3.4514 -0.3915 -0.44 -0.21 -0.02 -0.21
C -4.3046 2.9364 -0.6035 0.04 0.14 0.02 -0.07
C -4.5231 1.5750 -0.4926 -0.08 0.04 -0.01 -0.21
C -3.4625 0.7381 -0.1864 0.28 -0.02 0.06 0.08
N -2.2255 1.2186 0.0027 -0.13 -0.67 0.07 -0.48
H 3.7107 2.4654 -1.7375 -0.03 0.00 0.04 0.28
H 5.4933 1.0855 -0.6428 -0.04 -0.03 -0.02 0.27
H 4.8161 -0.8033 0.8403 -0.04 0.01 -0.01 0.27
H 2.3919 -1.2349 1.2009 -0.04 0.01 0.07 0.24
H -2.8194 4.5124 -0.4493 0.06 -0.01 -0.02 0.28
H -5.1211 3.6059 -0.8463 0.02 -0.03 0.01 0.28
H -5.5084 1.1532 -0.6419 0.03 0.00 0.02 0.28
H -3.6015 -0.3297 -0.0805 0.00 0.00 -0.03 0.23
Cl 1.3841 -3.2833 -0.5163 0.01 0.02 0.02 0.08
C 1.2116 -2.2751 -1.9013 0.00 -0.01 0.28 0.04
C 2.1804 -2.2993 -2.8691 0.35 0.04 -0.45 -0.25
C 2.0210 -1.5217 -4.0203 0.11 -0.15 0.08 -0.06
C 0.8868 -0.7251 -4.2092 0.21 0.00 -0.23 -0.25
C -0.0674 -0.6930 -3.2333 -0.32 -0.16 0.21 -0.07
C 0.0740 -1.4508 -2.0419 -0.17 0.09 -0.35 -0.21
C -0.9598 -1.4270 -1.0696 -0.05 -0.28 0.34 -0.34
H 3.0448 -2.9412 -2.7504 -0.04 0.02 -0.06 0.27
H 2.7765 -1.5703 -4.7978 -0.04 0.00 0.08 0.26
H 0.7520 -0.1768 -5.1330 0.04 -0.02 0.04 0.26
H -0.9828 -0.1307 -3.3827 0.05 0.06 0.05 0.22
H -0.9858 -2.2564 -0.3724 -0.10 -0.06 -0.03 0.24
H -1.9260 -1.0853 -1.4285 0.01 0.07 0.09 0.23
Se 1.4844 1.3955 4.5787 0.17 0.18 0.15 1.17
N 0.6327 0.0939 5.3843 0.00 0.14 -0.36 -0.54
C -0.1259 -0.4818 4.4673 -0.34 -0.32 -0.11 0.11
C -0.9842 -1.5990 4.6979 0.27 0.27 0.16 -0.05
C -1.7004 -2.0755 3.6469 -0.24 -0.04 -0.17 -0.28
C -1.5823 -1.4858 2.3711 -0.16 0.03 -0.23 0.14
N -0.8098 -0.4520 2.0914 1.17 -0.10 0.40 -0.46
C -0.0404 0.0903 3.1406 -0.60 -0.58 -0.20 0.23
N 0.7638 1.1019 2.9781 0.23 0.08 0.07 -0.68
H -1.0513 -2.0423 5.6850 0.05 0.06 -0.03 0.28
H -2.3745 -2.9136 3.7649 0.01 0.04 -0.07 0.28
H -2.1675 -1.8844 1.5499 0.07 -0.07 0.02 0.22
```
Positions in Å, forces in eV/Å.

Density functional theory data (ωB97M-V with the def2-TZVPD basis set) for a 2-piece molecular cluster, C22H17FNO4S2 overall in a non-equilibrium geometry.

HOMO = -3.50 eV
Net charge = -1
Orbital gap = 0.192 hartree

Geometry as XYZ:
```
47
Properties=species:S:1:pos:R:3:forces:R:3:nbo_charge:R:1
F -3.3180 1.9983 -2.5063 0.61 0.82 0.98 -0.51
S -2.4440 2.9125 -1.4532 0.70 -0.02 -1.51 2.37
C -2.3913 1.7654 -0.1557 -0.15 -0.26 0.64 -0.57
C -1.3633 1.6124 0.7043 -0.33 0.71 -0.90 -0.07
C -1.5269 0.8686 1.9474 -0.21 -1.06 1.07 -0.11
C -0.8471 1.2761 3.1164 -0.34 0.08 -0.61 -0.16
C -1.1243 0.6828 4.3443 -0.18 -0.35 -0.01 -0.21
C -2.0236 -0.3907 4.4242 0.06 0.29 -0.40 -0.20
C -2.6688 -0.8434 3.2657 0.22 0.17 -0.10 -0.24
C -2.4242 -0.2225 2.0398 0.30 0.51 0.16 -0.13
O -1.1521 3.0788 -2.0593 -1.14 0.06 0.64 -0.87
O -3.2730 4.0502 -1.1874 0.25 -0.86 0.09 -0.89
H -3.3465 1.2534 -0.0258 0.22 0.32 0.09 0.24
H -0.4071 2.1144 0.5381 -0.28 -0.03 -0.05 0.27
H -0.1460 2.1088 3.0377 -0.12 -0.26 0.12 0.22
H -0.6417 1.0552 5.2489 -0.05 -0.16 -0.29 0.22
H -2.2266 -0.8717 5.3801 0.07 0.14 -0.20 0.21
H -3.3675 -1.6808 3.3151 0.24 0.23 0.00 0.21
H -2.9254 -0.5549 1.1297 0.11 -0.07 0.31 0.20
C -1.7427 -1.3665 -4.9531 0.25 0.03 0.20 -0.22
C -0.5659 -2.1256 -4.9178 -0.04 0.23 0.19 -0.23
C 0.4813 -1.7681 -4.0588 -0.12 0.23 0.04 -0.22
C 0.3662 -0.6100 -3.2771 -0.38 -0.14 0.10 -0.20
S 1.6958 -0.0174 -2.1975 -1.20 -0.49 0.54 2.16
C 1.0849 -0.2277 -0.5895 -0.05 -0.23 -0.17 -0.83
C 1.9753 -0.4158 0.4971 0.11 0.02 -0.26 0.01
C 1.6631 -1.2422 1.6261 0.21 0.15 0.08 -0.28
C 2.6002 -1.4866 2.6189 -0.43 0.23 -0.08 -0.14
C 3.8569 -0.8585 2.5864 0.24 0.03 0.30 -0.31
C 4.7911 -0.9969 3.6689 1.05 -0.21 1.08 0.32
N 5.5706 -1.0809 4.5388 -1.31 0.11 -1.39 -0.42
C 4.1710 -0.0038 1.5156 -0.14 0.07 -0.31 -0.16
C 3.2650 0.2106 0.4960 0.15 -0.21 0.24 -0.22
O 2.7678 -0.9381 -2.4976 0.84 0.10 0.06 -0.98
O 1.8669 1.3876 -2.4916 0.36 0.21 -0.45 -0.97
C -0.8005 0.1412 -3.3192 -0.14 -0.07 -0.06 -0.24
C -1.8658 -0.2420 -4.1340 0.13 -0.12 -0.05 -0.21
H -2.5658 -1.6516 -5.6082 0.21 0.03 0.12 0.20
H -0.4671 -3.0041 -5.5590 -0.01 0.23 0.23 0.21
H 1.3786 -2.3793 -3.9981 -0.09 0.23 0.01 0.24
H 0.0231 -0.4400 -0.5231 0.20 -0.33 -0.11 0.22
H 0.6739 -1.7064 1.6646 0.35 0.02 0.01 0.20
H 2.3694 -2.1587 3.4500 -0.01 0.24 -0.26 0.21
H 5.1426 0.4974 1.5067 -0.33 -0.14 -0.02 0.21
H 3.5149 0.8924 -0.3174 -0.04 -0.21 0.20 0.22
H -0.8497 1.0332 -2.7047 -0.02 -0.13 -0.21 0.24
H -2.7833 0.3447 -4.1266 0.24 -0.15 -0.09 0.21
```
Positions in Å, forces in eV/Å.

Density functional theory data (ωB97M-V with the def2-TZVPD basis set) for one molecule with the formula C22H17NO4S in a non-equilibrium geometry.

SMILES = COc1cccc2sc3ccc(NCc4ccc5c(c4)OCO5)cc3c(=O)c12
HOMO = -7.45 eV
Orbital gap = 0.276 hartree

Geometry as XYZ:
```
45
Properties=species:S:1:pos:R:3:forces:R:3:nbo_charge:R:1
C 0.2618 -4.6143 1.8065 0.61 -0.02 -0.06 -0.25
H 0.7625 -5.4711 2.2586 -0.05 0.10 0.05 0.19
O -1.0806 -5.0058 1.6453 -0.38 0.00 -0.29 -0.48
C -2.0954 -4.1180 1.6007 -0.31 -0.03 0.17 0.39
C -3.3362 -4.6783 1.9143 0.22 -0.06 -0.09 -0.28
C -4.4643 -3.8950 2.0340 0.18 0.07 -0.04 -0.15
C -4.3650 -2.5240 1.9020 0.02 0.15 -0.08 -0.30
C -3.1463 -1.9510 1.5645 0.03 0.14 0.06 -0.02
C -2.0014 -2.7327 1.3284 -0.03 -0.43 0.09 -0.30
C -0.8265 -2.1441 0.6647 0.04 -0.12 -0.38 0.56
O -0.1516 -2.7710 -0.1386 -0.24 0.26 0.22 -0.56
C -0.5005 -0.7428 0.9899 0.28 0.58 0.04 -0.14
C -1.4587 0.1940 1.3717 -0.16 -0.31 -0.04 -0.19
C -1.0704 1.5017 1.6474 -0.10 -0.20 -0.05 -0.20
C 0.2498 1.8779 1.5582 0.15 -0.01 -0.11 -0.26
C 1.2328 0.9590 1.1613 -0.41 -0.24 0.12 0.25
C 0.8276 -0.3435 0.8821 -0.05 0.07 -0.01 -0.24
H 1.5512 -1.0833 0.5696 0.08 -0.05 -0.06 0.22
N 2.5748 1.2693 1.1217 0.52 -0.23 0.22 -0.61
H 3.1333 0.5278 0.7184 -0.09 0.11 0.04 0.38
C 3.0743 2.5855 0.7647 -0.01 -0.03 -0.24 -0.23
C 3.0344 2.8030 -0.7299 0.20 0.07 0.10 -0.04
C 4.1755 2.6170 -1.4944 -0.09 0.05 0.22 -0.22
C 4.1642 2.7378 -2.8825 -0.23 0.06 -0.39 -0.25
C 2.9620 3.0411 -3.4711 -0.32 0.02 0.44 0.22
C 1.8054 3.2241 -2.7097 0.50 -0.10 -0.16 0.31
C 1.8146 3.1119 -1.3428 -0.12 0.09 -0.35 -0.29
H 0.9132 3.2510 -0.7702 -0.14 0.04 0.08 0.23
O 0.7583 3.5191 -3.5392 0.02 -0.03 0.49 -0.49
C 1.2843 3.5019 -4.8488 -0.67 0.20 -1.08 0.24
O 2.6657 3.2162 -4.7957 0.44 -0.09 0.20 -0.48
H 1.1293 4.4849 -5.3213 0.08 -0.20 0.17 0.16
H 0.7701 2.7290 -5.4427 0.15 0.12 0.20 0.16
H 5.0551 2.5978 -3.4707 0.13 -0.02 -0.09 0.23
H 5.1068 2.3766 -1.0034 0.11 -0.02 0.09 0.21
H 4.1037 2.6530 1.1268 -0.12 0.11 -0.01 0.21
H 2.4817 3.3426 1.2782 0.12 -0.01 0.04 0.20
H 0.5183 2.8929 1.8048 0.03 0.10 0.03 0.21
H -1.8220 2.2195 1.9387 -0.04 0.12 0.06 0.22
S -3.1650 -0.2021 1.4204 -0.01 0.02 -0.01 0.35
H -5.2208 -1.8844 2.0506 -0.13 0.04 0.04 0.22
H -5.4145 -4.3477 2.2713 -0.08 -0.05 0.04 0.22
H -3.3738 -5.7439 2.0740 0.01 -0.11 0.05 0.23
H 0.7281 -4.3776 0.8458 -0.08 -0.11 0.26 0.21
H 0.3492 -3.7448 2.4660 -0.03 -0.04 0.01 0.17
```
Positions in Å, forces in eV/Å.